Record 1
# C3H9NO2

A 3-piece molecular cluster, C3H9NO2 overall at a distorted geometry (the ωB97M-V functional and the def2-TZVPD basis, the OMol25 dataset).

CARTESIAN COORDINATES (ANGSTROEM)
1 C -1.74408 0.90559 -1.61332
2 C -1.19420 1.10859 -0.42731
3 N -0.15849 0.37960 0.16727
4 C -0.32710 -0.72731 0.72435
5 H -1.55551 0.03033 -2.21540
6 H -2.52917 1.57242 -1.94651
7 H -1.41473 1.98914 0.15341
8 H 0.53840 -1.21670 1.18577
9 H -1.20584 -1.37020 0.87028
10 O 0.62797 6.04867 -1.05873
11 H 1.22679 5.45539 -1.51257
12 H 0.49981 5.74008 -0.15703
13 O 2.61982 -6.73681 1.61238
14 H 2.78782 -6.03883 2.25942
15 H 1.82851 -7.13996 1.95796

Cartesian forces (eV/Å) of the 2 atoms listed first:
C -0.6403 -0.1715 0.1297
C 0.2044 -0.0247 0.0448

For the gap between HOMO and LUMO, the calculation gives 9.85 eV. For the LUMO energy, the calculation gives 0.7 eV. For the relative energy (zero: lowest compared OMol25 entry of this formula, charge and spin), the calculation gives 64.5 kcal/mol. The value obtained for the highest occupied orbital energy is -9.14 eV.

---

Record 2
# C5H13NO

A 2-piece molecular cluster, C5H13NO overall at a distorted geometry (the ωB97M-V functional and the def2-TZVPD basis, the OMol25 dataset).

CARTESIAN COORDINATES (ANGSTROEM)
1 C -0.15308 1.49439 1.28985
2 N 0.76875 0.64774 0.59556
3 C 0.52959 -0.87733 0.95415
4 C 1.20327 -1.53505 -0.20474
5 C 0.97252 -0.68857 -1.39664
6 C 0.67507 0.76289 -0.78985
7 H -1.22054 1.09388 1.36532
8 H -0.11463 2.52197 0.86227
9 H 0.19728 1.52341 2.34240
10 H -0.50203 -1.00931 1.16208
11 H 1.13192 -0.81074 1.79661
12 H 0.88897 -2.59540 -0.37338
13 H 2.28880 -1.57863 0.10989
14 H 1.85600 -0.67603 -2.15718
15 H 0.13078 -0.97129 -1.82955
16 H 1.27028 1.54814 -1.23446
17 H -0.38071 0.90580 -1.13070
18 O -3.02283 0.07906 -0.07205
19 H -3.18958 -0.64478 -0.67383
20 H -3.32983 0.80985 -0.61576

Cartesian forces (eV/Å) of the 2 atoms listed first:
C -0.5128 0.2890 1.5354
N -0.4078 -1.8687 0.9565

For the gap between HOMO and LUMO, the calculation gives 8.80 eV. For the LUMO energy, the calculation gives 0.7 eV. For the relative energy (zero: lowest compared OMol25 entry of this formula, charge and spin), the calculation gives 51.2 kcal/mol. The value obtained for the highest occupied orbital energy is -8.11 eV.

---

Record 3
# C4H9NO2

A 2-piece molecular cluster, C4H9NO2 overall at a distorted geometry (the ωB97M-V functional and the def2-TZVPD basis, the OMol25 dataset).

CARTESIAN COORDINATES (ANGSTROEM)
1 H -1.49787 1.94392 0.58683
2 N -0.70911 1.31423 0.67970
3 C -0.68895 0.19963 0.02692
4 C -1.19532 -0.03898 -1.36413
5 O -0.93892 -0.96764 0.89824
6 H -0.94744 -1.04462 -1.70693
7 H -2.28135 0.05946 -1.39608
8 H -0.71553 0.66826 -2.03915
9 H -1.73590 -0.75945 1.41237
10 C 1.42738 -1.00993 0.88027
11 C 1.49627 -0.06391 -0.13223
12 O 1.86946 1.23322 0.11784
13 H 1.61162 -2.05009 0.65870
14 H 1.34762 -0.75480 1.92599
15 H 1.87149 -0.38316 -1.10303
16 H 1.08653 1.65383 0.55469

Cartesian forces (eV/Å) of the 2 atoms listed first:
H 0.7688 0.5619 -1.1688
N -0.3648 -1.1311 0.4578

For the gap between HOMO and LUMO (alpha / beta), the calculation gives 8.62 / 8.63 eV. For the LUMO energy (alpha / beta), the calculation gives -0.3 / -0.3 eV. For the relative energy (zero: lowest compared OMol25 entry of this formula, charge and spin), the calculation gives 114.5 kcal/mol. The value obtained for the highest occupied orbital energy (alpha / beta) is -8.93 / -8.93 eV.

---

Record 4
# C14H28BrClGaO9S2

C14H28BrClGaO9S2 as an isolated structure at a distorted geometry (the ωB97M-V functional and the def2-TZVPD basis, the OMol25 dataset).

CARTESIAN COORDINATES (ANGSTROEM)
1 C 2.61416 0.61291 0.67956
2 C 3.30687 1.02123 -0.72709
3 C 2.37111 2.03717 -1.55588
4 C 1.08115 1.19885 -2.06727
5 C 0.66498 1.73774 -3.53360
6 Ga -0.46929 1.58718 -0.75638
7 C -1.52845 -0.07321 -0.12723
8 C -1.88546 -1.13571 -1.24659
9 O -2.91109 -1.84593 -1.07262
10 Cl -0.92719 -1.47262 -2.75678
11 C -1.75344 3.10621 -1.43100
12 C -1.70025 4.41312 -0.49104
13 C -2.35817 4.15320 0.96005
14 Br 0.13413 5.12586 -0.19890
15 H 3.34308 -0.02579 1.29848
16 H 1.67809 -0.01312 0.52012
17 H 2.29444 1.55902 1.22036
18 H 4.31456 1.51975 -0.53166
19 H 3.37905 0.05190 -1.32376
20 H 2.03968 2.94658 -0.94295
21 H 2.92816 2.35765 -2.50432
22 H 1.35631 0.08813 -2.08117
23 H 0.57693 2.88069 -3.42196
24 H 1.50433 1.45045 -4.24550
25 H -0.36856 1.38558 -3.86074
26 H 0.22242 2.20710 0.57734
27 H -1.01921 -0.53470 0.79555
28 H -2.53840 0.31507 0.26676
29 H -2.83129 2.70727 -1.32335
30 H -1.52848 3.35509 -2.52724
31 H -2.34273 5.21245 -0.99678
32 H -1.85288 3.25875 1.47078
33 H -2.19566 5.07207 1.63287
34 H -3.48786 3.98327 0.82062
35 C 5.00532 -1.10240 4.57053
36 C 4.79276 -0.42649 5.91612
37 O 4.31137 0.87915 5.60226
38 S 3.43436 0.80719 4.23652
39 O 2.05206 0.72233 4.59581
40 O 3.94239 1.78280 3.32520
41 O 3.92280 -0.66259 3.75191
42 H 5.93932 -0.77316 4.10645
43 H 5.00423 -2.18977 4.65040
44 H 5.71000 -0.36747 6.50167
45 H 4.02219 -0.94028 6.49846
46 C -4.18333 -4.35067 -2.76274
47 C -3.97884 -4.84214 -1.33959
48 O -5.06296 -5.74513 -1.09901
49 S -5.45398 -6.48226 -2.48824
50 O -4.80877 -7.76151 -2.51696
51 O -6.85938 -6.31982 -2.70650
52 O -4.65444 -5.49108 -3.49003
53 H -4.95319 -3.57618 -2.80598
54 H -3.26238 -3.97016 -3.20335
55 H -3.98579 -4.02986 -0.61461
56 H -3.04474 -5.40375 -1.24697

Cartesian forces (eV/Å) of the 2 atoms listed first:
C 0.4680 0.0319 -0.4578
C -1.1553 0.4282 0.6337

For the gap between HOMO and LUMO, the calculation gives 6.81 eV. For the LUMO energy, the calculation gives 1.9 eV. As for the charge: -1. The value obtained for the highest occupied orbital energy is -4.86 eV.

---

Record 5
# C5H31N2O10

A 10-piece molecular cluster, C5H31N2O10 overall at a distorted geometry (the ωB97M-V functional and the def2-TZVPD basis, the OMol25 dataset).

CARTESIAN COORDINATES (ANGSTROEM)
1 C -0.52684 2.77960 -1.51595
2 N -0.62023 1.34918 -1.61993
3 C 0.46224 0.47878 -1.16435
4 C -0.00547 -0.99398 -1.29427
5 C 1.13030 -1.99769 -1.02423
6 N 2.03395 -2.04849 -2.17021
7 C 0.92363 0.87332 0.25086
8 O -0.19973 0.94171 1.09768
9 H -1.29147 3.13689 -2.25871
10 H 0.34214 3.28402 -1.92873
11 H -0.91777 3.16807 -0.56085
12 H -1.48925 1.01323 -1.21724
13 H 1.21630 0.61104 -1.97345
14 H -0.33217 -1.15357 -2.32027
15 H -0.85070 -1.03323 -0.60763
16 H 0.74153 -2.99606 -0.81621
17 H 1.66046 -1.67431 -0.11524
18 H 2.78775 -1.38020 -2.16709
19 H 2.38347 -2.98146 -2.33043
20 H 1.61332 0.13189 0.69434
21 H 1.38864 1.85828 0.10739
22 H 1.87169 3.29824 -1.34233
23 H 2.96058 2.38490 -1.68487
24 O 2.84256 3.25327 -1.27570
25 H -0.75663 -0.78327 1.40042
26 H -0.50147 -1.89594 2.44959
27 O -1.05456 -1.67740 1.69096
28 H -0.43814 3.38347 2.36092
29 H 0.39128 2.14078 2.17612
30 O 0.45437 3.07086 2.54195
31 H 1.51262 -0.24157 -4.39446
32 H 0.64592 -0.97722 -3.52664
33 O 0.55992 -0.34841 -4.26783
34 H 0.07554 0.48162 2.44018
35 H -0.05269 0.77973 3.93705
36 O 0.32586 0.07004 3.40477
37 H -4.21487 -1.55388 0.19707
38 H -2.85588 -1.54538 -0.47309
39 O -3.69710 -1.07639 -0.46183
40 H 2.05024 -1.65146 2.05975
41 H 2.11010 -0.80345 3.34311
42 O 2.56459 -1.51513 2.85803
43 H -1.60400 -3.37079 -0.03136
44 H -1.70621 -3.48180 1.44016
45 O -1.74466 -4.04208 0.64105
46 H -3.39381 0.39221 0.57034
47 H -2.03556 1.07201 1.04439
48 O -3.00830 1.13739 1.05956

Cartesian forces (eV/Å) of the 2 atoms listed first:
C -2.6324 0.5339 -0.8464
N 0.1853 -1.2751 -0.2698

For the gap between HOMO and LUMO, the calculation gives 8.23 eV. For the LUMO energy, the calculation gives 2.7 eV. As for the charge: -1. For the relative energy (zero: lowest compared OMol25 entry of this formula, charge and spin), the calculation gives 26.3 kcal/mol. The value obtained for the highest occupied orbital energy is -5.53 eV.

---

Record 6
# CH5IN2

A 2-piece molecular cluster, CH5IN2 overall at a distorted geometry (the ωB97M-V functional and the def2-TZVPD basis, the OMol25 dataset).

CARTESIAN COORDINATES (ANGSTROEM)
1 C -1.53400 -0.86440 0.12879
2 N 0.25931 0.48419 -0.17489
3 N -1.03807 0.34075 -0.12276
4 I 3.96927 0.61534 0.25057
5 H -0.84107 -1.72731 0.26066
6 H -2.56677 -1.15964 0.42470
7 H 0.62922 1.43457 -0.23062
8 H 2.79126 -0.21816 -0.30236
9 H -1.66915 1.09465 -0.23409

Cartesian forces (eV/Å) of the 2 atoms listed first:
C -0.4010 -1.0890 0.4594
N 0.7594 -0.0633 -0.1529

For the gap between HOMO and LUMO (alpha / beta), the calculation gives 8.73 / 8.73 eV. For the LUMO energy (alpha / beta), the calculation gives 0.9 / 0.9 eV. For the relative energy (zero: lowest compared OMol25 entry of this formula, charge and spin), the calculation gives 40.1 kcal/mol. The value obtained for the highest occupied orbital energy (alpha / beta) is -7.87 / -7.87 eV.

---

Record 7
# CFIO

A 2-piece molecular cluster, CFIO overall at a distorted geometry (the ωB97M-V functional and the def2-TZVPD basis, the OMol25 dataset).

CARTESIAN COORDINATES (ANGSTROEM)
1 C 0.21618 -0.10129 -0.02815
2 O -0.18429 0.98604 0.03625
3 F -0.30982 -1.36431 0.02320
4 I 3.22060 0.13638 -0.00942

Cartesian forces (eV/Å) of the 2 atoms listed first:
C 1.3522 -0.8276 -0.2967
O -1.1639 -0.4579 0.1679

For the gap between HOMO and LUMO (alpha / beta), the calculation gives 9.73 / 6.65 eV. For the LUMO energy (alpha / beta), the calculation gives 0.8 / -3.6 eV. As for the multiplicity: 3. For the relative energy (zero: lowest compared OMol25 entry of this formula, charge and spin), the calculation gives 0.0 kcal/mol. The value obtained for the highest occupied orbital energy (alpha / beta) is -8.90 / -10.21 eV. Its expectation value of S² is 2.01.

---

Record 8
# C6H13O2

A 2-piece molecular cluster, C6H13O2 overall at a distorted geometry (the ωB97M-V functional and the def2-TZVPD basis, the OMol25 dataset).

CARTESIAN COORDINATES (ANGSTROEM)
1 C 0.58871 -0.44614 -2.32754
2 O 1.86573 -0.38819 -2.80935
3 C 0.34347 0.56830 -1.09317
4 C -0.38035 -0.00814 0.14183
5 C -0.95951 1.02206 1.06539
6 C -0.28326 2.05719 1.57380
7 C -2.33296 0.73416 1.59834
8 H 0.38190 -1.46522 -1.90685
9 H -0.09067 -0.03816 -3.09591
10 H -0.15084 1.40544 -1.60034
11 H 1.33577 0.93887 -0.81572
12 H 0.36956 -0.72503 0.48948
13 H -1.24860 -0.54988 -0.24380
14 H -0.76615 2.77766 2.22050
15 H 0.72294 2.31500 1.27174
16 H -2.28131 0.71026 2.70643
17 H -2.76055 -0.25720 1.43024
18 H -3.10954 1.43702 1.30488
19 H 3.08903 -2.61089 0.02814
20 H 2.78739 -4.02024 -0.34286
21 O 2.87924 -3.45687 0.40477

Cartesian forces (eV/Å) of the 2 atoms listed first:
C 1.8181 0.8733 1.2459
O 0.0121 -0.1807 0.0528

For the gap between HOMO and LUMO (alpha / beta), the calculation gives 2.01 / 5.61 eV. For the LUMO energy (alpha / beta), the calculation gives 5.7 / 5.7 eV. As for the charge: -2. As for the multiplicity: 2. For the relative energy (zero: lowest compared OMol25 entry of this formula, charge and spin), the calculation gives 72.4 kcal/mol. The value obtained for the highest occupied orbital energy (alpha / beta) is 3.72 / 0.05 eV. Its expectation value of S² is 0.75.